Formula: C10H18N2O
Source: OMol25
Level of theory: ωB97M-V/def2-TZVPD

* E_LUMO: 0.790 eV
* energy above the lowest of the compared OMol25 structures with the same formula, charge and spin: 150.05 kcal/mol
* HOMO energy: -9.2 eV
* total energy: -576.353490 Eh
* SMILES: CC1=CC[C@@H](C(C)(C)n2[nH]o2)CC1
* HOMO-LUMO gap: 10.0 eV

The geometry in ORCA input format:
```
! wB97M-V def2-TZVPD RIJCOSX def2/J DEFGRID3
* xyz 0 1
C -0.2417 -0.4029 -1.3287
C 0.2281 1.2419 0.6764
C -1.1974 0.7556 -1.8456
C -1.3184 1.4710 0.4732
C 0.8252 0.1925 -0.2880
C -1.9713 1.2788 -0.6521
C 1.4742 -0.9674 0.5062
C -3.4283 1.5859 -0.7631
C 2.6509 -0.4962 1.3697
C 1.9262 -2.1237 -0.4534
N -0.6887 -1.4605 1.7497
N 0.6852 -1.7453 1.4962
O 0.3509 -1.0821 2.6633
H -0.7950 -1.1529 -0.7821
H 0.1854 -0.7431 -2.2920
H 0.8143 2.1902 0.5260
H 0.3970 0.8058 1.6796
H -0.6616 1.5953 -2.2864
H -1.9384 0.2560 -2.6141
H -0.8968 -0.5797 1.2083
H -1.6525 1.8231 1.4670
H 1.8035 0.5879 -0.8600
H -3.7861 2.3635 0.0164
H -4.1705 0.8220 -0.6356
H -3.7245 1.9668 -1.7775
H 2.3550 0.2856 2.1126
H 3.4636 0.0355 0.7322
H 3.1216 -1.3263 1.8670
H 1.3215 -3.1050 -0.3484
H 2.9770 -2.2451 -0.1451
H 1.8918 -1.8273 -1.4717
*
```